Entry 1:
Here is one molecule with the formula C21H22N4O3S at a distorted geometry from OMol25. Energies are from ωB97M-V/def2-TZVPD.

Output
SMILES string = CCOC(=O)c1cccc(NC(=O)CSc2nnc(C)n2Cc2ccccc2)c1
charge = 0
HOMO-LUMO gap = 9.11 eV
total energy = -45073.6159 eV

Geometry as XYZ:
```
51
C21H22N4O3S | OMol25 | ωB97M-V/def2-TZVPD
C 3.9655 1.8058 -2.1755
C 4.3477 0.3328 -2.1622
O 3.2659 -0.4570 -1.6728
C 3.3249 -0.8918 -0.4098
O 4.2532 -0.6916 0.3358
C 2.1140 -1.6688 -0.0448
C 2.1936 -2.5960 0.9911
C 1.0736 -3.3280 1.3379
C -0.1327 -3.1280 0.6877
C -0.2207 -2.1803 -0.3291
N -1.4186 -1.8692 -0.9798
C -2.6808 -2.1122 -0.5381
O -2.9840 -2.8805 0.3459
C -3.7165 -1.2387 -1.2354
S -3.7452 0.3668 -0.3597
C -2.2786 1.0576 -0.9958
N -1.6862 0.7107 -2.1102
N -0.5898 1.4801 -2.2418
C -0.5225 2.2798 -1.2181
C 0.5308 3.2852 -0.9701
N -1.5860 2.0566 -0.3792
C -1.7678 2.5564 0.9626
C -0.7342 1.9164 1.8604
C 0.2740 2.6693 2.4456
C 1.2614 2.0518 3.1947
C 1.2524 0.6775 3.3581
C 0.2415 -0.0777 2.7880
C -0.7465 0.5384 2.0427
C 0.9119 -1.4642 -0.7066
H 4.7664 2.3883 -2.6218
H 3.0555 1.9435 -2.7545
H 3.7961 2.1568 -1.1602
H 5.2253 0.1639 -1.5296
H 4.5444 -0.0261 -3.1755
H 3.1350 -2.7314 1.5003
H 1.1323 -4.0613 2.1284
H -1.0090 -3.6862 0.9730
H -1.3237 -1.1772 -1.7238
H -3.4974 -1.0436 -2.2828
H -4.7126 -1.6571 -1.1037
H 1.1589 2.9719 -0.1361
H 1.1410 3.3814 -1.8625
H 0.0884 4.2505 -0.7283
H -1.6635 3.6449 0.9590
H -2.7807 2.2945 1.2809
H 0.2855 3.7430 2.3193
H 2.0431 2.6462 3.6436
H 2.0306 0.1953 3.9290
H 0.2224 -1.1485 2.9173
H -1.5347 -0.0564 1.6043
H 0.8539 -0.7335 -1.5000
```

These are the Mulliken partial charges, in e, on atoms 1 to 2: atom 1 (C): -0.994, atom 2 (C): -0.371

---

Entry 2:
Here is C18H19N5O5S4Sc as an isolated structure from OMol25. Energies are from ωB97M-V/def2-TZVPD.

Output
charge = -1
HOMO-LUMO gap = 6.62 eV
total energy = -100712.7036 eV

Geometry as XYZ:
```
52
C18H19N5O5S4Sc | OMol25 | ωB97M-V/def2-TZVPD
Sc -1.8099 1.7599 0.1072
C -0.7920 3.2109 3.6505
C -0.5525 3.9441 2.3844
N -0.9680 3.5554 1.1996
C -0.5449 4.4894 0.2939
C 0.1397 5.4777 0.9414
N 0.1200 5.1089 2.2664
C 0.8165 6.7276 0.5320
O 0.7877 7.0228 -0.7494
O 1.3547 7.4226 1.3675
C -0.8780 4.2817 -1.1455
O -0.5078 5.1157 -1.9800
O -1.5355 3.2151 -1.3766
H -1.5508 2.4521 3.4567
H -1.1555 3.8847 4.4275
H 0.1254 2.7309 3.9950
H 0.5533 5.6527 2.9952
H 0.2856 6.3183 -1.2864
S -3.6904 1.5702 1.3925
S 2.7651 -4.0136 1.9450
C 2.3716 -2.5731 1.2006
S 1.7276 -1.2122 2.0633
C 1.5094 -0.3289 0.5782
N 1.9239 -0.9757 -0.4625
N 2.4197 -2.2216 -0.1031
C 2.8505 -3.0394 -1.1886
C 2.1803 -2.9327 -2.4017
C 2.5899 -3.7050 -3.4763
C 3.6620 -4.5770 -3.3480
C 4.3317 -4.6637 -2.1370
C 3.9345 -3.8955 -1.0526
S 0.8569 1.2684 0.5883
H 1.3608 -2.2352 -2.4941
H 2.0663 -3.6186 -4.4199
H 3.9776 -5.1795 -4.1902
H 5.1777 -5.3304 -2.0276
H 4.4553 -3.9589 -0.1103
C -1.8844 -1.5668 1.5683
N -2.4626 -2.0761 0.3214
C -3.1376 -3.3639 0.3536
C -2.4703 -1.2832 -0.7446
C -3.1969 -1.6747 -1.9976
O -1.9288 -0.1590 -0.7305
H -1.8055 -2.3926 2.2710
H -2.5071 -0.7599 1.9630
H -0.8942 -1.1760 1.3661
H -2.7237 -3.9456 1.1728
H -2.9694 -3.9207 -0.5643
H -4.2113 -3.2489 0.5177
H -3.3901 -2.7358 -2.1130
H -2.6255 -1.3022 -2.8443
H -4.1510 -1.1429 -1.9751
```

These are the Mulliken partial charges, in e, on atoms 1 to 2: atom 1 (Sc): 0.626, atom 2 (C): -1.249

---

Entry 3:
Here is C3H7IrO2 as an isolated structure at a distorted geometry from OMol25. Energies are from ωB97M-V/def2-TZVPD.

Output
2S+1 = 6
expectation value of S² = 8.760
charge = +1
HOMO-LUMO gap (alpha / beta) = 9.47 / 5.46 eV
total energy = -10142.3122 eV

Geometry as XYZ:
```
13
C3H7IrO2 | OMol25 | ωB97M-V/def2-TZVPD
O -1.4748 0.9986 1.2034
C -0.6701 1.1751 0.1013
C -0.5293 -0.0646 -0.7692
O 0.8489 -0.3183 -0.9120
C 1.1730 -1.1811 -1.9724
Ir -2.4469 -0.3054 1.8453
H 0.3037 1.5990 0.4212
H -1.0721 1.9803 -0.5479
H -1.1206 0.1547 -1.6775
H -0.9494 -1.0899 -0.7299
H 0.6356 -2.1413 -1.8869
H 0.8805 -0.7306 -2.9361
H 2.2439 -1.4005 -1.8935
```

These are the Mulliken partial charges, in e, on atoms 1 to 2: atom 1 (O): -0.364, atom 2 (C): -0.057

---

Entry 4:
Here is one molecule with the formula C5H7N7 at a distorted geometry from OMol25. Energies are from ωB97M-V/def2-TZVPD.

Output
SMILES string = [H]/N=c1/c2c(cnn1N)ncn2N
charge = 0
HOMO-LUMO gap = 8.99 eV
total energy = -15724.4125 eV

Geometry as XYZ:
```
19
C5H7N7 | OMol25 | ωB97M-V/def2-TZVPD
H -2.0928 2.2085 -0.0827
N -1.1397 1.8798 0.1536
C -0.9963 0.6309 0.1062
C 0.6943 -0.0904 0.1130
C 0.8151 -1.4279 0.1810
C -0.3553 -2.1709 0.0128
N -1.5541 -1.6905 -0.1036
N -1.8159 -0.4031 0.1161
N -3.1592 -0.1992 -0.0076
N 2.1568 -1.7609 0.0703
C 2.7954 -0.6812 -0.0733
N 1.9528 0.4938 0.1171
N 2.3624 1.7901 -0.0506
H -0.3983 -3.3019 -0.0807
H -3.6803 0.3440 0.7664
H -3.3876 0.0851 -0.9279
H 3.8274 -0.3781 -0.2031
H 2.0818 2.4294 0.7684
H 1.8937 2.2424 -0.8753
```

These are the Mulliken partial charges, in e, on atoms 1 to 2: atom 1 (H): 0.241, atom 2 (N): -0.681

---

Entry 5:
Here is a 2-piece molecular cluster, C7H11NO3S overall at a distorted geometry from OMol25. Energies are from ωB97M-V/def2-TZVPD.

Output
charge = 0
HOMO-LUMO gap (alpha / beta) = 7.40 / 6.95 eV
total energy = -25898.6130 eV

Geometry as XYZ:
```
23
C7H11NO3S | OMol25 | ωB97M-V/def2-TZVPD
C 3.9734 0.2127 -0.8400
C 2.5167 -1.3576 -0.4662
C 3.4126 0.7965 0.2443
C -2.3284 -2.1210 0.6002
C 0.5918 -0.6410 -1.7378
C -2.0311 1.5171 0.1870
C -0.6367 -0.3807 0.1636
N 3.4976 -0.9645 -1.2205
O -1.4675 -1.1227 1.0787
O -0.1919 -1.1165 -0.7682
O -0.7077 0.9293 0.2365
S 2.3069 -0.2867 0.9122
H 4.8816 0.4802 -1.2357
H 2.0664 -2.2380 -0.4454
H -3.2935 -1.5546 0.2400
H -2.7004 -2.5424 1.5675
H -1.9414 -2.8144 -0.2332
H 0.6797 -1.2066 -2.6582
H 3.7162 1.7032 0.7132
H 0.9252 0.4226 -1.7282
H -2.1727 2.1744 -0.6734
H -2.2766 2.0305 1.0889
H -2.7091 0.6513 -0.0935
```

These are the Mulliken partial charges, in e, on atoms 1 to 2: atom 1 (C): -0.539, atom 2 (C): -0.178

---

Entry 6:
Here is C21H38N2O8OsSSi as an isolated structure at a distorted geometry from OMol25. Energies are from ωB97M-V/def2-TZVPD.

Output
2S+1 = 5
expectation value of S² = 6.019
charge = +2
HOMO-LUMO gap (alpha / beta) = 9.25 / 6.99 eV
total energy = -62921.7576 eV

Geometry as XYZ:
```
72
C21H38N2O8OsSSi | OMol25 | ωB97M-V/def2-TZVPD
Os 13.5577 11.1808 8.2500
O 13.9010 15.3015 7.7869
C 14.1492 14.0711 8.1368
O 13.2671 13.2282 7.9590
C 15.3813 13.8953 8.9492
O 15.4872 12.5783 9.3954
C 16.6048 11.8661 8.8434
C 16.4170 11.4034 7.3761
O 17.3035 10.9099 6.7599
O 15.1496 11.4278 7.0254
H 13.0262 15.5370 7.3906
H 15.1812 14.5896 9.8192
H 16.2474 14.1634 8.3270
H 16.8655 10.9355 9.4636
H 17.4699 12.5351 8.9174
C 7.0850 9.5968 9.9606
C 8.3160 9.8359 10.7778
C 8.5164 11.3166 11.1775
C 8.3819 8.8863 11.9067
O 9.3903 9.4630 9.7909
Si 10.0348 10.2030 8.5743
S 11.8784 11.0895 9.6548
O 10.5224 9.3053 7.3091
C 9.6417 8.3384 6.5358
C 9.7112 8.7556 5.0769
C 10.3941 7.0490 6.6621
C 8.2332 8.2237 7.1343
O 9.2845 11.5353 8.1218
C 9.2640 12.4757 7.0296
C 10.4554 12.3402 6.1263
C 9.2158 13.8632 7.6351
C 7.9634 12.2639 6.2771
H 6.1944 9.8249 10.5946
H 6.8856 8.5646 9.6894
H 6.9529 10.2792 9.0943
H 7.6660 11.6021 11.7760
H 8.2215 11.9201 10.2898
H 9.4431 11.4393 11.6548
H 7.8523 9.2871 12.7168
H 9.4376 8.7676 12.3470
H 8.0598 7.8240 11.7034
H 10.7639 8.9571 4.7481
H 9.1769 9.7256 4.8918
H 9.2938 8.0017 4.4181
H 11.4492 7.1412 6.3327
H 9.9157 6.2802 6.1214
H 10.4460 6.7819 7.7034
H 7.6690 9.2237 7.0162
H 8.3772 7.9113 8.1455
H 7.6518 7.4892 6.5155
H 11.3043 12.8653 6.6279
H 10.2065 12.8698 5.1226
H 10.7790 11.3250 5.8794
H 10.1136 14.0703 8.2247
H 8.4562 13.9477 8.3975
H 9.0258 14.6322 6.9178
H 7.8792 11.3008 5.7554
H 7.8617 12.9760 5.4982
H 7.1271 12.3408 6.9871
N 13.2564 9.5325 6.4000
C 13.9986 8.6854 7.2482
C 14.4286 7.3793 6.9327
C 15.3512 6.7928 7.7555
C 15.6642 7.3925 8.9561
C 15.1661 8.6404 9.2524
N 14.3026 9.2397 8.3855
H 13.7204 9.7645 5.5196
H 12.2644 9.2535 6.3156
H 14.0654 6.8871 6.0026
H 15.8395 5.8554 7.5047
H 16.4014 6.9716 9.6874
H 15.3923 9.1578 10.2171
```

These are the Mulliken partial charges, in e, on atoms 1 to 2: atom 1 (Os): 1.901, atom 2 (O): -0.450

---

- Among the records above, which one has the lowest total energy?
  C18H19N5O5S4Sc

---

- Look up the charge of the first one.
  0

---

Please write out number 6 again, unchanged.
Here is C21H38N2O8OsSSi as an isolated structure at a distorted geometry from OMol25. Energies are from ωB97M-V/def2-TZVPD.

Output
2S+1 = 5
expectation value of S² = 6.019
charge = +2
HOMO-LUMO gap (alpha / beta) = 9.25 / 6.99 eV
total energy = -62921.7576 eV

Geometry as XYZ:
```
72
C21H38N2O8OsSSi | OMol25 | ωB97M-V/def2-TZVPD
Os 13.5577 11.1808 8.2500
O 13.9010 15.3015 7.7869
C 14.1492 14.0711 8.1368
O 13.2671 13.2282 7.9590
C 15.3813 13.8953 8.9492
O 15.4872 12.5783 9.3954
C 16.6048 11.8661 8.8434
C 16.4170 11.4034 7.3761
O 17.3035 10.9099 6.7599
O 15.1496 11.4278 7.0254
H 13.0262 15.5370 7.3906
H 15.1812 14.5896 9.8192
H 16.2474 14.1634 8.3270
H 16.8655 10.9355 9.4636
H 17.4699 12.5351 8.9174
C 7.0850 9.5968 9.9606
C 8.3160 9.8359 10.7778
C 8.5164 11.3166 11.1775
C 8.3819 8.8863 11.9067
O 9.3903 9.4630 9.7909
Si 10.0348 10.2030 8.5743
S 11.8784 11.0895 9.6548
O 10.5224 9.3053 7.3091
C 9.6417 8.3384 6.5358
C 9.7112 8.7556 5.0769
C 10.3941 7.0490 6.6621
C 8.2332 8.2237 7.1343
O 9.2845 11.5353 8.1218
C 9.2640 12.4757 7.0296
C 10.4554 12.3402 6.1263
C 9.2158 13.8632 7.6351
C 7.9634 12.2639 6.2771
H 6.1944 9.8249 10.5946
H 6.8856 8.5646 9.6894
H 6.9529 10.2792 9.0943
H 7.6660 11.6021 11.7760
H 8.2215 11.9201 10.2898
H 9.4431 11.4393 11.6548
H 7.8523 9.2871 12.7168
H 9.4376 8.7676 12.3470
H 8.0598 7.8240 11.7034
H 10.7639 8.9571 4.7481
H 9.1769 9.7256 4.8918
H 9.2938 8.0017 4.4181
H 11.4492 7.1412 6.3327
H 9.9157 6.2802 6.1214
H 10.4460 6.7819 7.7034
H 7.6690 9.2237 7.0162
H 8.3772 7.9113 8.1455
H 7.6518 7.4892 6.5155
H 11.3043 12.8653 6.6279
H 10.2065 12.8698 5.1226
H 10.7790 11.3250 5.8794
H 10.1136 14.0703 8.2247
H 8.4562 13.9477 8.3975
H 9.0258 14.6322 6.9178
H 7.8792 11.3008 5.7554
H 7.8617 12.9760 5.4982
H 7.1271 12.3408 6.9871
N 13.2564 9.5325 6.4000
C 13.9986 8.6854 7.2482
C 14.4286 7.3793 6.9327
C 15.3512 6.7928 7.7555
C 15.6642 7.3925 8.9561
C 15.1661 8.6404 9.2524
N 14.3026 9.2397 8.3855
H 13.7204 9.7645 5.5196
H 12.2644 9.2535 6.3156
H 14.0654 6.8871 6.0026
H 15.8395 5.8554 7.5047
H 16.4014 6.9716 9.6874
H 15.3923 9.1578 10.2171
```

These are the Mulliken partial charges, in e, on atoms 1 to 2: atom 1 (Os): 1.901, atom 2 (O): -0.450